{"formula": "C34H101N19O13", "method": "ωB97M-V/def2-TZVPD", "total_energy_ha": -3374.38877, "multiplicity": 2, "charge": -1, "homo_lumo_gap_ev": [1.55, 8.65], "max_force_ev_per_a": 8.23, "species": ["C", "C", "C", "O", "C", "N", "H", "H", "H", "H", "H", "H", "H", "H", "H", "H", "H", "C", "C", "C", "O", "C", "N", "H", "H", "H", "H", "H", "H", "H", "H", "H", "H", "H", "C", "C", "C", "O", "C", "N", "H", "H", "H", "H", "H", "H", "H", "H", "H", "H", "H", "C", "C", "C", "O", "C", "N", "H", "H", "H", "H", "H", "H", "H", "H", "H", "H", "H", "C", "C", "C", "O", "C", "N", "H", "H", "H", "H", "H", "H", "H", "H", "H", "H", "H", "C", "C", "C", "O", "C", "N", "H", "H", "H", "H", "H", "H", "H", "H", "H", "H", "H", "C", "C", "C", "O", "C", "N", "H", "H", "H", "H", "H", "H", "H", "H", "H", "H", "H", "C", "O", "N", "N", "H", "H", "H", "H", "C", "O", "N", "N", "H", "H", "H", "H", "C", "O", "N", "N", "H", "H", "H", "H", "C", "O", "N", "N", "H", "H", "H", "H", "C", "O", "N", "N", "H", "H", "H", "H", "C", "O", "N", "N", "H", "H", "H", "H"], "positions_angstrom": [[17.380, 23.320, 1.631], [17.881, 22.976, 3.015], [19.338, 22.498, 2.977], [19.379, 21.218, 2.277], [20.707, 20.686, 2.224], [17.757, 24.192, 3.761], [17.985, 24.100, 1.169], [16.316, 23.547, 1.695], [17.595, 22.525, 0.916], [17.289, 22.281, 3.610], [19.746, 22.396, 3.982], [19.879, 23.225, 2.372], [21.183, 20.894, 3.182], [21.326, 21.214, 1.499], [20.703, 19.635, 1.934], [18.570, 24.734, 3.506], [16.952, 24.598, 3.305], [24.550, 19.076, 3.028], [24.726, 18.088, 1.857], [23.351, 17.418, 1.524], [23.365, 16.322, 0.676], [23.387, 16.773, -0.699], [25.350, 18.837, 0.808], [23.552, 19.515, 3.057], [25.383, 19.778, 3.018], [24.528, 18.630, 4.022], [25.484, 17.352, 2.126], [22.591, 18.178, 1.345], [22.898, 16.997, 2.422], [23.067, 15.977, -1.372], [24.396, 16.872, -1.100], [22.895, 17.739, -0.813], [26.123, 19.344, 1.216], [25.799, 18.196, 0.170], [25.649, 12.009, 0.372], [24.551, 12.981, 0.342], [23.399, 12.808, 1.418], [22.626, 11.628, 1.258], [21.670, 11.557, 2.292], [25.143, 14.288, 0.474], [26.155, 11.771, -0.563], [25.135, 11.086, 0.641], [26.422, 12.241, 1.104], [24.174, 12.996, -0.681], [22.833, 13.740, 1.397], [23.817, 12.800, 2.424], [21.052, 10.666, 2.181], [21.045, 12.443, 2.408], [22.286, 11.482, 3.188], [24.366, 14.909, 0.298], [25.224, 14.487, 1.461], [14.706, 16.994, -0.998], [15.019, 15.866, -0.021], [13.775, 14.913, 0.262], [12.837, 15.530, 1.236], [13.042, 15.276, 2.634], [16.206, 15.180, -0.558], [13.825, 17.375, -0.483], [14.387, 16.621, -1.971], [15.571, 17.658, -0.997], [15.332, 16.275, 0.940], [14.127, 13.932, 0.583], [13.240, 14.658, -0.652], [12.542, 14.370, 2.975], [12.690, 16.169, 3.151], [14.093, 15.037, 2.798], [16.480, 14.410, 0.035], [16.909, 15.902, -0.494], [15.822, 19.169, 3.200], [16.775, 18.765, 4.422], [16.454, 17.426, 5.175], [15.086, 17.438, 5.490], [14.578, 16.203, 6.048], [18.159, 18.794, 3.936], [14.809, 18.978, 3.555], [15.934, 18.675, 2.235], [16.085, 20.219, 3.070], [16.482, 19.592, 5.067], [17.079, 17.402, 6.067], [16.741, 16.512, 4.656], [15.308, 15.399, 5.954], [13.795, 15.851, 5.376], [14.138, 16.292, 7.042], [18.315, 19.594, 3.339], [18.162, 17.942, 3.394], [18.506, 15.929, 8.256], [19.172, 14.525, 7.921], [18.799, 13.949, 6.472], [18.083, 12.731, 6.606], [16.654, 12.887, 6.728], [20.595, 14.682, 8.176], [18.942, 16.701, 7.623], [18.556, 16.108, 9.330], [17.430, 16.011, 8.101], [18.795, 13.813, 8.655], [19.750, 13.683, 6.010], [18.326, 14.708, 5.849], [16.240, 11.880, 6.673], [16.407, 13.361, 5.779], [16.112, 13.415, 7.513], [20.899, 15.206, 7.368], [20.604, 15.502, 8.766], [20.603, 11.882, -1.245], [19.411, 12.554, -2.061], [19.458, 11.996, -3.570], [20.830, 11.943, -4.120], [21.404, 13.188, -4.409], [18.195, 12.097, -1.378], [21.534, 12.311, -1.615], [20.504, 10.797, -1.227], [20.666, 12.195, -0.203], [19.369, 13.643, -2.099], [18.709, 12.448, -4.219], [19.150, 10.951, -3.530], [20.775, 13.897, -4.949], [22.267, 13.044, -5.059], [21.720, 13.753, -3.533], [18.118, 12.522, -0.464], [17.488, 12.637, -1.857], [19.188, 14.962, 2.638], [19.159, 13.963, 3.339], [18.401, 15.313, 1.662], [19.805, 16.030, 3.002], [17.861, 14.556, 1.268], [18.450, 16.247, 1.280], [19.975, 16.783, 2.350], [20.437, 15.839, 3.766], [22.521, 15.551, 5.055], [21.519, 16.125, 5.492], [23.704, 16.028, 5.240], [22.493, 14.451, 4.320], [23.883, 16.739, 5.935], [24.410, 15.571, 4.681], [23.369, 14.195, 3.887], [21.654, 13.976, 4.020], [20.298, 19.270, 7.105], [19.511, 20.075, 7.542], [20.249, 18.647, 6.017], [21.449, 19.001, 7.581], [20.742, 17.781, 5.854], [19.417, 18.781, 5.460], [21.722, 19.400, 8.468], [22.131, 18.521, 7.012], [19.082, 18.538, -0.260], [19.459, 17.860, 0.631], [18.812, 19.773, -0.120], [18.911, 18.157, -1.508], [18.678, 20.400, -0.900], [18.893, 20.240, 0.772], [18.457, 18.828, -2.111], [19.055, 17.215, -1.843], [16.420, 12.276, 1.787], [17.043, 12.944, 1.013], [16.535, 12.225, 3.135], [15.498, 11.471, 1.370], [17.202, 12.867, 3.539], [15.955, 11.564, 3.631], [15.055, 10.850, 2.033], [15.226, 11.332, 0.408], [19.660, 9.897, 5.216], [19.639, 8.739, 4.952], [20.519, 10.408, 6.066], [18.798, 10.748, 4.784], [20.481, 11.395, 6.278], [21.171, 9.791, 6.530], [17.949, 10.329, 4.431], [18.830, 11.735, 4.997]]}